The following is a DFT calculation (ωB97M-V/def2-TZVPD) of a cluster of 2 separate species, C9H14BFN4O12PS2 in total at a distorted geometry.

Output
Energy above the lowest of the compared OMol25 structures with the same formula, charge and spin (kcal/mol): 0.0
LUMO (eV): -4.640
Charge: +1
Calculated total energy (hartree): -2735.490896

Geometry (Å):
C1 0.91249 4.07518 -0.81426
O1 1.06988 2.64674 -0.98039
B1 0.29087 1.84433 -0.24317
O2 -1.08245 1.91276 -0.36832
C2 0.94058 0.74243 0.71910
C3 1.76623 0.98752 1.76990
S1 2.27678 2.55591 2.30155
N1 2.10370 -0.28331 2.32176
P1 3.20577 -0.62090 3.77909
O3 2.16563 -1.52997 4.62046
O4 3.20025 0.77100 4.57121
C4 1.50639 -1.22650 1.59848
C5 1.66663 -2.69519 1.86448
O5 3.01650 -3.03035 2.04971
N2 3.59021 -3.50369 0.79902
O6 4.63895 -3.92625 0.97451
N3 0.77379 -0.62510 0.61461
C6 -0.03150 -1.18927 -0.43401
O7 -0.05021 -0.64527 -1.47308
N4 -0.78408 -2.36652 -0.18333
C7 -1.45823 -2.39037 1.03934
O8 -1.29912 -3.14317 1.92414
F1 -2.34389 -1.42257 1.09297
H1 1.85099 4.45937 -0.43890
H2 0.12891 4.28652 -0.09924
H3 0.70908 4.55100 -1.76302
H4 -1.48464 2.14286 0.47957
H5 3.58305 2.54123 1.98613
H6 1.29242 -1.11087 4.67769
H7 2.34700 1.23322 4.57169
H8 1.24862 -3.31148 1.08429
H9 1.13350 -2.95264 2.76929
H10 -0.25512 -3.21770 -0.33024
C8 -2.80944 -0.60891 -3.60741
C9 -2.68713 0.65465 -2.78265
O9 -3.20068 1.68307 -3.63218
S2 -4.37085 1.08882 -4.55814
O10 -5.62199 1.38241 -3.96681
O11 -4.08091 1.41519 -5.90192
O12 -4.04992 -0.46324 -4.30386
H11 -2.00570 -0.68522 -4.34284
H12 -2.82817 -1.50817 -2.99719
H13 -1.66508 0.87544 -2.50307
H14 -3.30910 0.60704 -1.88494

The following is a DFT calculation (ωB97M-V/def2-TZVPD) of an isolated molecule of C2BrF5O3S at a distorted geometry.

Output
<S²>: 2.005
LUMO (spin up / spin down) (eV): 0.524 / -5.015
Charge: 0
Calculated total energy (hartree): -3773.203353
2S+1: 3

Geometry (Å):
C1 -2.00482 0.15979 -0.46475
C2 1.43052 -0.84044 -0.22853
O1 0.73422 1.85351 -0.08102
O2 0.84799 0.48755 1.92020
O3 -0.99207 -0.02491 0.38837
F1 -1.88392 -0.46653 -1.62216
F2 -2.14785 1.45846 -0.66947
F3 2.77144 -0.87021 -0.22517
F4 1.06386 -1.89900 0.44537
F5 0.91564 -0.82321 -1.43690
S1 0.57867 0.60644 0.55092
Br1 -3.55049 -0.59120 0.28772